C19H43EuO2P3S as an isolated structure in a non-equilibrium geometry. Source: the Open Molecules 2025 dataset; level of theory: ωB97M-V/def2-TZVPD.

Computed properties:
DFT total energy (Eh): -3031.6711
<S²>: 12.051
Strongest force on any atom (eV/Å): 4.31
Energy above the lowest of the compared OMol25 structures with the same formula, charge and spin (kJ/mol): 0.0
HOMO energy (alpha / beta) (eV): -15.70 / -15.70

```
! RIJCOSX wB97M-V def2-TZVPD def2/J DEFGRID3
* xyz 3 7
Eu -2.040 2.668 -1.734
P 2.085 -1.143 0.846
P 0.870 2.721 -0.801
P -1.849 -2.530 -0.590
H -1.426 3.681 -4.510
C -2.283 3.116 -4.119
C -3.301 3.771 -3.458
H -3.238 4.838 -3.206
C 3.577 -2.172 0.875
C 2.366 0.458 1.625
C 0.776 -1.989 1.746
C 0.442 3.800 -2.230
C 1.580 3.990 0.322
C 2.458 2.063 -1.448
C -3.132 -2.824 -1.876
C -2.397 -3.788 0.639
C -0.455 -3.507 -1.317
H -2.340 2.083 -4.488
H -4.267 3.288 -3.287
H 3.942 -2.383 1.896
H 4.374 -1.665 0.314
H 3.363 -3.127 0.374
H 2.534 0.307 2.699
H 1.487 1.090 1.445
H 3.236 0.932 1.160
H 0.715 -3.041 1.443
H -0.162 -1.481 1.491
H 0.953 -1.899 2.827
H 1.322 4.438 -2.409
H -0.423 4.491 -2.057
H 0.245 3.190 -3.134
H 2.374 4.539 -0.197
H 1.989 3.519 1.224
H 0.784 4.680 0.618
H 3.083 2.902 -1.777
H 2.262 1.370 -2.272
H 2.988 1.496 -0.677
H -3.466 -3.869 -1.851
H -2.691 -2.586 -2.853
H -4.003 -2.175 -1.714
H -2.799 -4.656 0.104
H -3.179 -3.346 1.266
H -1.555 -4.090 1.273
H -0.878 -4.259 -1.996
H 0.124 -4.008 -0.530
H 0.226 -2.847 -1.876
C 0.710 -0.609 -3.332
C 1.546 -0.701 -4.504
C 0.998 -1.236 -5.650
C -0.405 -1.298 -5.795
C -1.260 -0.771 -4.806
C -0.720 -0.397 -3.577
O 1.219 -0.931 -2.193
H 1.418 -0.692 -0.375
H 2.617 -0.585 -4.339
H 1.673 -1.608 -6.425
H -0.822 -1.735 -6.711
H -2.343 -0.709 -4.981
H -1.341 -0.200 -2.681
C -4.346 2.628 1.862
S -4.225 1.102 0.915
C -2.989 0.283 1.954
O -3.443 1.526 -0.350
H -3.373 2.859 2.313
H -5.073 2.473 2.662
H -4.699 3.452 1.226
H -3.370 0.143 2.972
H -2.767 -0.713 1.546
H -2.095 0.919 1.984
*
```

C19H43GaP3S2 as an isolated structure in a non-equilibrium geometry. Source: the Open Molecules 2025 dataset; level of theory: ωB97M-V/def2-TZVPD.

Computed properties:
DFT total energy (Eh): -4493.8699
Strongest force on any atom (eV/Å): 2.25
Energy above the lowest of the compared OMol25 structures with the same formula, charge and spin (kJ/mol): 0.0
HOMO energy (alpha / beta) (eV): -16.29 / -15.95

```
! RIJCOSX wB97M-V def2-TZVPD def2/J DEFGRID3
* xyz 3 1
Ga 0.356 -0.056 0.027
P 3.049 0.851 0.643
P 1.175 -0.849 -2.192
P 0.009 1.251 2.442
H -5.279 -5.237 -0.722
C -5.824 -4.487 -0.131
C -6.444 -3.486 -0.768
H -6.374 -3.423 -1.852
C 3.889 -0.536 1.501
C 4.261 1.199 -0.698
C 3.477 2.262 1.743
C -0.292 -1.279 -3.179
C 2.250 0.118 -3.297
C 2.059 -2.422 -1.891
C -1.750 1.109 2.932
C 0.321 3.017 2.840
C 0.849 0.311 3.771
H -5.894 -4.678 0.952
H -7.104 -2.780 -0.263
H 4.917 -0.247 1.753
H 3.905 -1.406 0.834
H 3.341 -0.794 2.413
H 5.238 1.409 -0.245
H 3.923 2.077 -1.259
H 4.334 0.335 -1.367
H 4.564 2.411 1.742
H 3.135 2.064 2.764
H 2.995 3.165 1.349
H 0.026 -1.651 -4.159
H -0.915 -0.386 -3.302
H -0.878 -2.045 -2.664
H 3.077 -0.511 -3.654
H 2.652 0.990 -2.769
H 1.655 0.459 -4.153
H 2.113 -2.992 -2.832
H 1.513 -3.007 -1.133
H 3.077 -2.216 -1.523
H -1.828 1.327 4.001
H -2.130 0.107 2.722
H -2.328 1.834 2.355
H 0.112 3.181 3.905
H -0.342 3.645 2.231
H 1.362 3.282 2.630
H 0.353 0.527 4.729
H 1.910 0.592 3.828
H 0.766 -0.765 3.549
C -2.505 -1.205 -0.127
C -2.140 -2.078 0.923
C -2.376 -3.440 0.732
C -3.056 -3.911 -0.390
C -3.456 -3.029 -1.403
C -3.323 -1.673 -1.190
S -1.965 0.425 -0.316
H 0.626 -1.324 0.880
H -1.676 -1.704 1.842
H -2.059 -4.152 1.500
H -3.366 -4.955 -0.410
H -3.978 -3.406 -2.282
H -3.789 -0.923 -1.834
C 1.451 4.438 -2.164
S 0.773 3.229 -0.991
C -0.598 4.224 -0.383
H 2.159 3.901 -2.805
H 1.977 5.235 -1.622
H 0.635 4.848 -2.775
H -0.243 4.889 0.424
H -1.018 4.816 -1.214
H -1.356 3.523 0.001
*
```

C19H43IO28S6Si2 as an isolated structure in a non-equilibrium geometry. Source: the Open Molecules 2025 dataset; level of theory: ωB97M-V/def2-TZVPD.

Computed properties:
DFT total energy (Eh): -6121.9268
Strongest force on any atom (eV/Å): 9.26
HOMO energy (eV): -8.71

```
! RIJCOSX wB97M-V def2-TZVPD def2/J DEFGRID3
* xyz 0 1
C -2.411 -2.744 -0.014
C -2.475 -1.114 -0.300
I -0.710 -0.670 -1.584
C -3.820 -0.703 -1.188
Si -4.026 1.232 -1.054
C -3.988 1.873 -2.908
O -2.572 1.908 -3.306
C -2.052 3.302 -3.343
O -0.600 3.407 -3.124
C -0.242 3.340 -1.699
C -0.696 4.650 -0.812
O -0.045 4.500 0.525
O -5.557 1.650 -0.232
Si -5.028 2.311 1.343
H -2.068 -3.249 -1.022
H -1.560 -2.924 0.771
H -3.460 -3.171 0.290
H -2.477 -0.477 0.697
H -3.564 -1.009 -2.310
H -4.749 -1.293 -0.783
H -2.845 1.740 -0.312
H -4.576 1.056 -3.549
H -4.570 2.877 -3.057
H -2.323 3.703 -4.433
H -2.711 3.923 -2.602
H 0.950 3.314 -1.651
H -0.606 2.377 -1.143
H -0.315 5.627 -1.337
H -1.878 4.671 -0.657
H -0.793 4.298 1.161
H -6.049 2.131 2.366
H -4.617 3.718 1.218
H -3.837 1.519 1.717
C 3.567 -2.293 -1.999
C 3.248 -3.241 -3.152
O 3.428 -4.551 -2.618
S 3.037 -4.536 -1.034
O 1.677 -5.008 -0.900
O 4.141 -5.091 -0.286
O 3.036 -2.918 -0.832
H 4.648 -2.185 -1.866
H 3.118 -1.306 -2.141
H 3.900 -3.083 -4.014
H 2.202 -3.144 -3.464
C 5.969 -4.589 3.539
C 4.725 -5.318 3.037
O 3.662 -4.857 3.868
S 3.961 -3.314 4.305
O 3.224 -2.443 3.416
O 3.879 -3.222 5.744
O 5.532 -3.272 3.871
H 6.360 -5.057 4.448
H 6.758 -4.550 2.783
H 4.824 -6.404 3.103
H 4.493 -5.035 2.005
C -1.177 -5.103 3.482
C -1.848 -5.810 4.657
O -3.185 -5.316 4.675
S -3.651 -4.991 3.146
O -4.407 -6.121 2.654
O -4.142 -3.633 3.097
O -2.172 -5.032 2.462
H -0.890 -4.080 3.749
H -0.299 -5.644 3.121
H -1.348 -5.604 5.607
H -1.889 -6.892 4.494
C 4.560 5.976 2.404
C 3.890 5.269 3.579
O 2.552 5.762 3.597
S 2.087 6.088 2.068
O 1.330 4.958 1.576
O 1.595 7.445 2.020
O 3.566 6.046 1.384
H 4.847 6.998 2.671
H 5.439 5.435 2.044
H 4.389 5.474 4.529
H 3.849 4.187 3.416
C 6.532 1.725 -0.889
C 7.596 0.642 -0.741
O 7.271 -0.338 -1.724
S 6.596 0.405 -3.010
O 7.625 0.608 -4.005
O 5.336 -0.239 -3.300
O 6.294 1.837 -2.291
H 5.595 1.426 -0.408
H 6.859 2.685 -0.480
H 7.604 0.199 0.258
H 8.593 1.034 -0.972
C -8.451 0.840 -2.694
C -9.414 1.941 -3.129
O -8.601 2.910 -3.787
S -7.359 2.148 -4.522
O -7.708 1.956 -5.912
O -6.126 2.770 -4.098
O -7.508 0.716 -3.758
H -7.906 1.127 -1.789
H -8.961 -0.112 -2.525
H -9.941 2.390 -2.284
H -10.143 1.564 -3.854
*
```